1.
Computed, not measured: a molecular structure, C33H38IMnPS3 at a distorted geometry, with ωB97M-V with the def2-TZVPD basis set.

Positions of all 77 atoms, in Å:
Mn (-0.9296, 0.7660, 0.4384)
C (-3.4930, 1.9445, 2.3706)
C (-3.1473, 0.5962, 2.9563)
S (-1.3952, 0.1682, 2.8325)
C (-0.5969, 1.4025, 3.9050)
C (0.3361, 2.4140, 3.2238)
S (0.0885, 2.7356, 1.4605)
C (-1.1748, 4.0626, 1.4509)
C (-2.4077, 3.7694, 0.6037)
S (-2.9779, 2.0489, 0.6286)
H (-3.0061, 2.7481, 2.9213)
H (-4.5697, 2.1097, 2.4107)
H (-3.6619, -0.2127, 2.4346)
H (-3.4369, 0.5439, 4.0063)
H (-0.0184, 0.8227, 4.6237)
H (-1.3904, 1.8980, 4.4641)
H (1.3724, 2.0819, 3.2877)
H (0.2813, 3.3817, 3.7222)
H (-0.6762, 4.9493, 1.0608)
H (-1.4391, 4.2698, 2.4866)
H (-2.2436, 4.0088, -0.4471)
H (-3.2461, 4.3855, 0.9318)
I (-0.5691, 2.0715, -1.9794)
C (0.0022, 0.4990, -3.2507)
C (-0.6530, 0.5096, -4.4503)
C (-0.2281, -0.3368, -5.4909)
C (0.8943, -1.0853, -5.3141)
C (1.5995, -1.0787, -4.0856)
C (2.8250, -1.7807, -3.9950)
C (3.5669, -1.7484, -2.8538)
C (3.0396, -1.1142, -1.7183)
C (1.8217, -0.4700, -1.7277)
P (1.2388, -0.1092, -0.0317)
C (1.2741, -1.7453, 0.7831)
C (1.1480, -1.8080, 2.1733)
C (1.0806, -3.0255, 2.8292)
C (1.1107, -4.2063, 2.1001)
C (1.2067, -4.1578, 0.7185)
C (1.2915, -2.9375, 0.0623)
C (2.6297, 0.8812, 0.6193)
C (3.3101, 0.5936, 1.8007)
C (4.3262, 1.4321, 2.2432)
C (4.6717, 2.5589, 1.5142)
C (4.0100, 2.8411, 0.3260)
C (2.9990, 2.0078, -0.1192)
C (1.1165, -0.3366, -2.9664)
H (-1.4795, 1.1859, -4.6188)
H (-0.7626, -0.3394, -6.4296)
H (1.2836, -1.6875, -6.1240)
H (3.1734, -2.3182, -4.8668)
H (4.5262, -2.2420, -2.7983)
H (3.5930, -1.1850, -0.7887)
H (1.1096, -0.8964, 2.7580)
H (1.0037, -3.0550, 3.9076)
H (1.0595, -5.1588, 2.6085)
H (1.2218, -5.0742, 0.1444)
H (1.3636, -2.9266, -1.0164)
H (3.0927, -0.3005, 2.3639)
H (4.8613, 1.1883, 3.1507)
H (5.4686, 3.2038, 1.8578)
H (4.2922, 3.7042, -0.2604)
H (2.5053, 2.2314, -1.0579)
C (-3.7061, -2.0591, -0.1556)
C (-2.6719, -1.4312, -1.1095)
C (-1.8372, -2.5481, -1.7676)
C (-3.3822, -0.5935, -2.1763)
C (-1.7558, -0.6214, -0.2819)
H (-4.4124, -2.6534, -0.7343)
H (-4.2780, -1.2902, 0.3682)
H (-3.2263, -2.7095, 0.5769)
H (-2.4982, -3.1520, -2.3901)
H (-1.3804, -3.1957, -1.0198)
H (-1.0542, -2.1331, -2.4041)
H (-4.1784, -1.1791, -2.6347)
H (-2.6909, -0.2954, -2.9624)
H (-3.8293, 0.3028, -1.7446)
H (-1.3909, -1.1198, 0.6460)

Cartesian forces (eV/Å) of the 2 atoms listed first:
Mn -0.40 1.14 -0.94
C -0.05 0.00 -0.06

The expectation value of S² is 0.90. The lowest unoccupied orbital energy (alpha / beta) is -5.87 / -5.50 eV. The value obtained for the orbital gap (alpha / beta) is 7.7 / 8.1 eV. As for the multiplicity: 2. As for the total charge: +2.

2.
Computed, not measured: a single C5H11N molecule, with ωB97M-V with the def2-TZVPD basis set.

Positions of all 17 atoms, in Å:
C (-1.3198, 1.8030, 0.1957)
C (-0.1823, 0.9179, -0.2113)
C (0.9821, -1.1575, -0.1271)
C (2.2771, -0.5094, -0.4382)
N (-0.1141, -0.4027, 0.0082)
C (-1.3347, -1.1213, 0.3967)
H (-1.7311, 1.5672, 1.1866)
H (-2.1646, 1.8282, -0.5111)
H (-0.9407, 2.8278, 0.2661)
H (0.6878, 1.3574, -0.6768)
H (0.8582, -2.2284, -0.0355)
H (3.1019, -1.2136, -0.3000)
H (2.3474, -0.1106, -1.4670)
H (2.4384, 0.3520, 0.2357)
H (-2.0583, -0.4384, 0.8382)
H (-1.0691, -1.8864, 1.1281)
H (-1.7782, -1.5852, -0.4883)

Cartesian forces (eV/Å) of the 2 atoms listed first:
C -0.13 0.08 0.03
C 0.14 -0.04 -0.04

The lowest unoccupied orbital energy is 1.06 eV. As for the energy above the lowest of the compared OMol25 structures with the same formula, charge and spin: 53.19 kcal per mole. The value obtained for the orbital gap is 7.2 eV. As for the total charge: 0.

3.
Computed, not measured: a molecular structure, C27H58MoO4P2Si at a distorted geometry, with ωB97M-V with the def2-TZVPD basis set.

Positions of all 93 atoms, in Å:
P (0.1764, -2.2699, -2.0830)
P (-0.1556, 2.2655, -1.2655)
C (0.1020, -0.3443, -3.1966)
C (0.4680, 1.1147, -2.7517)
H (-0.8360, -0.3942, -3.7783)
H (0.9388, -0.6161, -3.8824)
H (1.5552, 1.2380, -2.9220)
H (-0.0864, 1.8073, -3.4134)
C (-1.6392, 2.9913, -2.0929)
H (-2.2096, 3.3487, -1.2201)
H (-2.2662, 2.2477, -2.6104)
H (-1.4077, 3.8153, -2.7869)
C (1.0591, 3.6206, -1.3310)
H (0.7139, 4.4434, -1.9716)
H (2.0328, 3.2565, -1.6744)
H (1.1324, 3.9313, -0.2813)
C (-0.9991, -3.4455, -2.7526)
H (-1.1121, -4.1331, -1.9109)
H (-0.6280, -3.9843, -3.6308)
H (-1.9800, -3.0247, -2.9920)
C (1.8357, -2.7541, -2.6415)
H (2.4853, -1.9167, -2.9366)
H (1.8242, -3.4716, -3.4747)
H (2.2743, -3.2262, -1.7509)
Mo (-0.4294, -0.1405, -1.1818)
C (0.4025, 1.4074, -5.5543)
C (-0.9414, 1.3787, -5.3574)
C (-1.8974, 0.7205, -6.2849)
C (-1.4911, -0.7179, -6.7201)
C (-0.6722, -1.4702, -5.7213)
C (0.6788, -1.5350, -5.7671)
C (1.5415, -0.6648, -6.6330)
C (1.0803, 0.8198, -6.7511)
C (0.0886, -2.2835, -0.2681)
H (1.0674, 2.0271, -4.9460)
H (-1.4318, 2.0060, -4.6080)
H (-2.0155, 1.3154, -7.2060)
H (-2.8849, 0.6730, -5.7852)
H (-2.4190, -1.2795, -6.8882)
H (-0.9409, -0.6588, -7.6722)
H (-1.2361, -2.1017, -5.0256)
H (1.2210, -2.3340, -5.2459)
H (1.5559, -1.0767, -7.6545)
H (2.5771, -0.6792, -6.2444)
H (1.9936, 1.4089, -6.9372)
H (0.4410, 0.9210, -7.6462)
H (0.3376, -1.2608, 0.2331)
H (0.9218, -2.9429, -0.0047)
H (-0.8148, -2.6461, 0.2319)
C (-1.5438, -1.9400, 3.8521)
C (-1.9762, -0.4760, 3.9098)
C (-2.8383, -0.1571, 2.6923)
C (-2.7877, -0.2753, 5.1871)
O (-0.8059, 0.3526, 3.9850)
Si (-0.2062, 1.4177, 2.8361)
O (-0.1913, 0.8616, 1.3717)
O (-1.0537, 2.8357, 3.0085)
C (-1.0666, 3.8162, 4.0717)
C (-2.0286, 4.9149, 3.6280)
C (-1.5174, 3.2127, 5.3968)
C (0.2987, 4.4651, 4.2791)
O (1.2533, 1.7998, 3.5637)
C (2.5153, 1.1632, 3.3044)
C (2.9097, 1.4017, 1.8447)
C (3.5552, 1.8196, 4.2108)
C (2.4449, -0.3364, 3.5906)
H (-2.4434, -2.5737, 3.8887)
H (-0.9079, -2.1902, 4.7149)
H (-0.9957, -2.1648, 2.9269)
H (-3.7034, -0.8362, 2.6765)
H (-3.2050, 0.8727, 2.7382)
H (-2.2613, -0.2786, 1.7696)
H (-2.1712, -0.4666, 6.0746)
H (-3.2024, 0.7401, 5.2456)
H (-3.6230, -0.9880, 5.1857)
H (-3.0414, 4.5174, 3.4847)
H (-2.0753, 5.7194, 4.3766)
H (-1.6891, 5.3467, 2.6786)
H (-0.8836, 2.3704, 5.6894)
H (-1.4720, 3.9738, 6.1907)
H (-2.5568, 2.8660, 5.3346)
H (1.0399, 3.7529, 4.6538)
H (0.6686, 4.8870, 3.3393)
H (0.2030, 5.2850, 5.0101)
H (2.9657, 2.4821, 1.6601)
H (3.8937, 0.9549, 1.6314)
H (2.1436, 0.9856, 1.1769)
H (3.3121, 1.6590, 5.2684)
H (4.5294, 1.3526, 4.0157)
H (3.6322, 2.8989, 4.0141)
H (2.0778, -0.5132, 4.6077)
H (1.7966, -0.8535, 2.8705)
H (3.4574, -0.7547, 3.5131)

Cartesian forces (eV/Å) of the 2 atoms listed first:
P -0.55 0.77 0.63
P -0.50 0.36 -0.68

The expectation value of S² is 2.46. The lowest unoccupied orbital energy (alpha / beta) is -7.48 / -9.23 eV. As for the energy above the lowest of the compared OMol25 structures with the same formula, charge and spin: 156.68 kcal per mole. The value obtained for the orbital gap (alpha / beta) is 6.5 / 4.0 eV. As for the multiplicity: 3. As for the total charge: +2.

4.
Computed, not measured: a molecular structure, C20H15IN5O6S2W, with ωB97M-V with the def2-TZVPD basis set.

Positions of all 50 atoms, in Å:
W (-0.0536, 0.4864, -0.4061)
O (3.7031, 1.5326, 0.6513)
C (2.5939, 1.1859, 0.7714)
O (1.7280, 1.0254, -0.3640)
C (1.7999, 0.8806, 2.0000)
C (2.2242, 0.9653, 3.3116)
C (1.2918, 0.6780, 4.3104)
C (-0.0203, 0.3349, 3.9806)
C (-0.3464, 0.2801, 2.6393)
N (0.5534, 0.5331, 1.6972)
C (-1.6895, 0.0019, 2.0489)
O (-2.7141, -0.2447, 2.5453)
O (-1.5522, 0.1216, 0.6140)
H (3.2413, 1.2559, 3.5415)
H (1.5856, 0.7367, 5.3509)
H (-0.7674, 0.1280, 4.7362)
O (-3.6657, 0.9248, -2.1280)
C (-3.6318, -0.1017, -3.0383)
C (-4.7172, -0.3743, -3.8521)
C (-4.6924, -1.4741, -4.6937)
C (-3.5961, -2.3329, -4.7248)
C (-2.5200, -2.0756, -3.9082)
C (-2.5125, -0.9416, -3.0782)
C (-1.3458, -0.6992, -2.2720)
O (-0.8112, 0.5370, -2.1732)
N (-0.7831, -1.6779, -1.5756)
N (0.4464, -1.3244, -0.9874)
C (1.4303, -2.2636, -1.0957)
S (2.8984, -2.0605, -0.2723)
C (3.7456, -3.3932, -1.1921)
C (2.7136, -4.4601, -1.4931)
S (1.1724, -3.6413, -2.0297)
H (-4.5924, 1.1906, -2.0417)
H (-5.5899, 0.2677, -3.8216)
H (-5.5461, -1.6702, -5.3287)
H (-3.5917, -3.1887, -5.3840)
H (-1.6536, -2.7234, -3.9218)
H (4.5470, -3.7723, -0.5594)
H (4.1689, -2.9440, -2.0897)
H (2.4645, -5.0670, -0.6225)
H (3.0377, -5.1112, -2.3044)
I (0.2944, 6.6681, -1.1197)
C (-0.3967, 4.7597, -0.8150)
C (-1.7275, 4.3314, -0.7942)
N (-1.7461, 3.0256, -0.5460)
N (-0.4826, 2.5422, -0.4108)
C (0.3385, 3.6147, -0.5922)
H (-2.6458, 4.8816, -0.9359)
H (-2.5323, 2.3902, -0.6243)
H (1.4100, 3.5065, -0.5533)

Cartesian forces (eV/Å) of the 2 atoms listed first:
W -0.01 0.48 0.07
O 0.06 -0.05 0.02

The lowest unoccupied orbital energy is -12.09 eV. As for the energy above the lowest of the compared OMol25 structures with the same formula, charge and spin: 0.00 kcal per mole. The value obtained for the orbital gap is 4.5 eV. As for the total charge: +3.

5.
Computed, not measured: 3 unconnected molecules or ions with the total composition C24H42O8S2 at a distorted geometry, with ωB97M-V with the def2-TZVPD basis set.

Positions of all 76 atoms, in Å:
C (1.7978, -1.4217, 0.8098)
C (2.0128, -0.4685, -0.2261)
C (1.9439, 0.2704, -1.7172)
C (0.6141, -0.1050, -2.5965)
C (0.8521, -1.5604, -3.3070)
C (2.0823, -1.6492, -4.3803)
C (-0.4525, -2.2164, -4.0473)
C (-0.6241, -3.8252, -3.6218)
C (-0.8123, -0.0095, -1.7263)
C (-1.1724, -1.3375, -0.8503)
C (-2.6715, -1.9400, -1.2853)
C (-3.8934, -0.8715, -1.0647)
O (-4.5087, -0.8306, 0.1482)
O (-4.3846, 0.1029, -2.0616)
C (-0.9621, 1.4158, -0.9038)
O (-1.9568, 1.3576, 0.2092)
C (-1.4936, 2.1281, 1.3749)
C (-0.5792, 1.1470, 2.3463)
O (-1.5701, 2.3763, -1.8839)
S (-0.4880, 2.6046, -3.1658)
O (-1.3487, 3.0911, -4.3965)
O (0.4330, 3.8397, -2.8229)
C (0.4528, 1.1018, -3.7435)
S (2.1366, 1.7995, -4.3151)
H (1.6056, -2.2256, 1.6559)
H (2.9705, 0.0209, -2.2194)
H (1.9122, 1.4367, -1.4634)
H (1.1472, -2.3133, -2.4281)
H (3.0531, -1.0672, -4.0976)
H (2.4004, -2.7810, -4.5760)
H (1.6955, -1.1769, -5.4006)
H (-0.2080, -2.2527, -5.2157)
H (-1.4490, -1.6170, -3.9523)
H (-0.0539, -4.4530, -4.4495)
H (-0.1296, -4.0789, -2.5922)
H (-1.7600, -4.1459, -3.5680)
H (-1.6561, 0.0435, -2.5714)
H (-0.4405, -2.2416, -0.9498)
H (-1.2714, -1.1443, 0.3241)
H (-2.6762, -2.4326, -2.3463)
H (-2.8638, -2.8290, -0.5121)
H (-5.2025, -0.2663, -2.5317)
H (0.0275, 1.8108, -0.4255)
H (-2.4708, 2.3783, 2.0124)
H (-0.9562, 3.1269, 1.0705)
H (-0.7678, 1.5063, 3.4618)
H (-0.9776, 0.0260, 2.3128)
H (0.5596, 1.2213, 2.0539)
H (-0.0038, 0.5983, -4.7229)
H (2.6732, 2.5357, -3.2121)
C (6.1013, -4.7355, 2.5879)
C (6.6716, -3.4659, 2.0104)
C (5.4607, -2.8482, 1.3458)
O (4.3148, -3.2595, 2.1040)
C (4.7158, -4.2973, 3.0092)
H (6.6883, -5.1452, 3.4138)
H (6.0297, -5.4999, 1.8051)
H (7.0254, -2.8165, 2.8199)
H (7.5006, -3.6313, 1.3176)
H (5.3357, -3.2197, 0.3232)
H (5.5101, -1.7559, 1.3166)
H (4.7238, -3.8742, 4.0197)
H (3.9896, -5.1142, 2.9787)
C (-5.1200, 4.4713, 4.5752)
C (-4.6977, 5.9102, 4.7228)
C (-3.2033, 5.7829, 4.9233)
O (-2.7856, 4.6123, 4.2074)
C (-3.9529, 3.8747, 3.8194)
H (-6.0735, 4.3440, 4.0566)
H (-5.2021, 4.0053, 5.5644)
H (-4.9049, 6.4546, 3.7939)
H (-5.1953, 6.4328, 5.5437)
H (-2.9552, 5.6348, 5.9797)
H (-2.6551, 6.6548, 4.5550)
H (-4.0786, 3.9934, 2.7377)
H (-3.8085, 2.8134, 4.0395)

Cartesian forces (eV/Å) of the 2 atoms listed first:
C 1.21 6.28 -7.38
C -2.43 -7.30 5.94

The lowest unoccupied orbital energy is 0.18 eV. The SMILES is C#CC[C@@]1([C@H](C)CC)[C@@H](CCC(=O)O)[C@H](OCC)OS(=O)(=O)[C@H]1S.C1CCOC1.C1CCOC1. The value obtained for the orbital gap is 9.6 eV. As for the total charge: 0.

6.
Computed, not measured: 2 unconnected molecules or ions with the total composition C10H15NO2 at a distorted geometry, with ωB97M-V with the def2-TZVPD basis set.

Positions of all 28 atoms, in Å:
C (0.2041, -0.1052, -2.7387)
C (-0.0372, -0.9145, -1.4981)
C (0.9256, -1.4649, -0.6395)
C (0.5127, -2.5409, 0.1302)
C (-0.8334, -2.9330, 0.0821)
O (-1.2964, -4.1577, 0.4876)
C (-1.8259, -2.0848, -0.3522)
C (-1.3993, -1.0591, -1.2674)
H (1.2318, 0.3297, -2.7979)
H (-0.2579, 0.8949, -2.8345)
H (0.0727, -0.6754, -3.6575)
H (1.8974, -0.9891, -0.5432)
H (1.2090, -2.9789, 0.8372)
H (-0.6539, -4.6167, 1.0222)
H (-2.8576, -2.2267, -0.0773)
H (-2.1667, -0.4761, -1.7489)
C (1.3504, 1.0902, 2.0858)
C (-0.0277, 1.7351, 1.7307)
C (0.2692, 3.1279, 1.2225)
N (-0.2684, 3.3865, -0.0260)
O (0.9387, 3.9721, 1.7781)
H (1.1291, 0.0227, 2.0665)
H (1.7057, 1.4758, 3.0287)
H (2.0406, 1.3796, 1.2874)
H (-0.6171, 1.2122, 0.9534)
H (-0.7625, 1.7144, 2.5441)
H (-0.0481, 4.2779, -0.4305)
H (-0.4348, 2.6039, -0.6446)

Cartesian forces (eV/Å) of the 2 atoms listed first:
C 2.58 2.07 -0.25
C -1.15 1.68 -0.91

The lowest unoccupied orbital energy is 0.65 eV. The SMILES is Cc1ccc(O)cc1.CCC(N)=O. As for the energy above the lowest of the compared OMol25 structures with the same formula, charge and spin: 30.68 kcal per mole. The value obtained for the orbital gap is 9.2 eV. As for the total charge: 0.

Calculated energy, -116038.563 -6851.222 -65421.140 -72289.645 -63604.398 -16197.762 eV (same order as the records).